{"formula": "CH2O3S", "method": "the ωB97M-V functional and the def2-TZVPD basis", "max_force_ev_per_a": 5.39, "charge": 0, "e_above_lowest_ev": 4.082, "total_energy_ha": -663.02286, "orbital_gap_ha": [0.330, 0.330], "spin_multiplicity": 1, "elements": ["C", "O", "O", "O", "S", "H", "H"], "coordinates": [[-0.0993, -0.2365, 0.2014], [1.6151, 1.3588, -1.3065], [-0.7274, -0.0219, -0.9679], [-0.2976, -1.1983, 1.0613], [1.0270, 0.0296, -1.2132], [-0.2096, 1.4901, 0.9281], [-1.3082, -1.4219, 1.2967]], "forces_ev_per_angstrom": [[0.0, 5.3, 0.9], [-0.7, -0.9, 0.2], [0.1, -0.8, -0.5], [-2.8, -1.7, 0.9], [-0.2, 0.3, 0.5], [0.5, -3.3, -1.0], [3.1, 1.1, -1.1]], "mulliken_charge": [0.096, -0.435, -0.275, -0.394, 0.477, 0.135, 0.395]}


{"formula": "CH2O3S", "method": "the ωB97M-V functional and the def2-TZVPD basis", "max_force_ev_per_a": 2.78, "charge": 0, "e_above_lowest_ev": 1.518, "total_energy_ha": -663.11708, "orbital_gap_ha": 0.307, "spin_multiplicity": 1, "elements": ["C", "O", "O", "O", "S", "H", "H"], "coordinates": [[-0.4339, 0.1062, 0.1616], [-0.0702, -1.1692, 0.6357], [0.1429, -0.0249, -1.1344], [0.0860, 1.2469, 0.5702], [0.7009, -1.5586, -0.7823], [-1.4526, 0.1286, 0.2891], [1.0269, 1.2710, 0.2600]], "forces_ev_per_angstrom": [[1.5, -0.1, -1.6], [0.9, -0.7, 1.4], [-0.5, -0.6, -1.5], [1.6, 1.3, 1.9], [0.2, -0.5, -0.3], [-2.7, 0.5, -0.2], [-1.0, 0.1, 0.4]], "mulliken_charge": [0.303, -0.322, -0.368, -0.453, 0.188, 0.317, 0.335]}


{"formula": "CH2O3S2", "method": "the ωB97M-V functional and the def2-TZVPD basis", "max_force_ev_per_a": 2.11, "charge": 0, "e_above_lowest_ev": 0.107, "total_energy_ha": -1061.36969, "orbital_gap_ha": 0.382, "spin_multiplicity": 1, "elements": ["C", "O", "O", "O", "S", "S", "H", "H"], "coordinates": [[-0.3770, 0.2066, 0.1280], [-4.0761, -0.9677, -0.4259], [-2.8906, 1.2008, -0.3907], [-1.1284, -0.7236, 0.2489], [1.2285, 0.0423, -0.4519], [-3.4317, 0.0566, 0.3032], [-0.8572, 1.2356, 0.1113], [1.4350, -1.2070, -0.0416]], "forces_ev_per_angstrom": [[-1.5, 0.9, -1.2], [-0.4, -0.8, -0.9], [-0.6, -0.2, 0.0], [0.0, -1.1, 1.0], [1.2, 0.8, 0.1], [0.5, 1.3, 0.9], [1.1, -0.6, 0.2], [-0.2, -0.4, -0.1]], "mulliken_charge": [0.288, -0.384, -0.478, -0.482, -0.166, 0.777, 0.283, 0.162]}


{"formula": "CH2O4S", "method": "the ωB97M-V functional and the def2-TZVPD basis", "max_force_ev_per_a": 4.46, "charge": 0, "e_above_lowest_ev": 2.723, "total_energy_ha": -738.34962, "orbital_gap_ha": 0.354, "spin_multiplicity": 1, "elements": ["C", "O", "O", "O", "O", "S", "H", "H"], "coordinates": [[-0.0275, 1.0724, 0.6542], [0.1905, 0.5852, 1.6725], [1.9477, -0.8551, -0.1667], [0.4911, 0.7735, -0.8941], [-0.6982, -1.2149, -0.1919], [0.7251, -0.8182, -0.8917], [-1.0628, 1.4263, 0.4367], [-1.5661, -0.9693, -0.6190]], "forces_ev_per_angstrom": [[-3.3, -0.3, -3.0], [2.2, -0.2, 0.9], [0.4, -1.7, 2.1], [-1.1, 0.8, 2.8], [-1.1, -0.7, 1.4], [0.1, 1.1, -4.0], [1.0, 1.1, -0.2], [1.7, -0.2, 0.1]], "mulliken_charge": [0.211, -0.213, -0.429, -0.370, -0.509, 0.656, 0.285, 0.370]}


{"formula": "CH2OS", "method": "the ωB97M-V functional and the def2-TZVPD basis", "max_force_ev_per_a": 3.05, "charge": 0, "e_above_lowest_ev": 6.078, "total_energy_ha": -512.49110, "orbital_gap_ha": [0.324, 0.289], "spin_multiplicity": 1, "elements": ["C", "O", "S", "H", "H"], "coordinates": [[-0.1854, 0.2029, 0.3008], [0.0467, -1.0109, 0.8802], [1.4918, -0.2261, 0.3067], [-0.3988, 0.1024, -1.9137], [-0.9543, 0.9317, 0.4260]], "forces_ev_per_angstrom": [[0.8, -1.9, -2.3], [-0.8, 0.9, -0.2], [0.1, 0.6, 0.4], [-0.1, 0.0, 1.4], [0.0, 0.3, 0.7]], "mulliken_charge": [-0.186, -0.227, 0.007, 0.004, 0.401]}


{"formula": "CH2OS2", "method": "the ωB97M-V functional and the def2-TZVPD basis", "max_force_ev_per_a": 3.39, "charge": 0, "e_above_lowest_ev": 2.815, "total_energy_ha": -910.81213, "orbital_gap_ha": 0.282, "spin_multiplicity": 1, "elements": ["C", "O", "S", "S", "H", "H"], "coordinates": [[-0.3305, 0.0963, -0.6487], [0.8030, -0.0225, 1.6239], [0.6571, -1.2138, 0.4227], [-0.1835, 1.1882, 0.7748], [0.3775, 0.3091, -1.4482], [-1.3236, -0.3574, -0.7244]], "forces_ev_per_angstrom": [[1.6, -2.3, 2.0], [-0.9, 1.3, -0.8], [-0.8, 0.7, -0.9], [0.8, -0.6, 1.0], [-1.0, 0.2, -0.4], [0.3, 0.6, -0.9]], "mulliken_charge": [-0.524, -0.257, 0.050, 0.071, 0.331, 0.329]}


{"formula": "CH2OS3", "method": "the ωB97M-V functional and the def2-TZVPD basis", "max_force_ev_per_a": 2.20, "charge": 0, "e_above_lowest_ev": 1.141, "total_energy_ha": -1309.00700, "orbital_gap_ha": 0.304, "spin_multiplicity": 1, "elements": ["C", "O", "S", "S", "S", "H", "H"], "coordinates": [[0.3704, 0.1960, -0.1776], [2.3611, 0.4914, 1.7468], [3.2381, -1.0283, -0.6223], [1.0223, 1.8520, -0.5694], [2.1044, 0.2614, 0.3529], [-0.4220, 0.4217, 0.4940], [-0.0337, -0.2630, -1.0625]], "forces_ev_per_angstrom": [[-0.1, 0.9, 0.0], [-0.2, 0.1, 0.2], [-0.9, 1.4, 0.5], [1.8, 0.1, -0.1], [-1.1, -0.9, -1.7], [-0.2, -0.7, 1.3], [0.7, -0.9, -0.2]], "mulliken_charge": [-0.422, -0.490, -0.262, -0.093, 0.631, 0.302, 0.334]}


{"formula": "CH2P2", "method": "the ωB97M-V functional and the def2-TZVPD basis", "max_force_ev_per_a": 2.95, "charge": 0, "e_above_lowest_ev": 3.346, "total_energy_ha": -721.82715, "orbital_gap_ha": [0.252, 0.266], "spin_multiplicity": 1, "elements": ["C", "P", "P", "H", "H"], "coordinates": [[-0.3766, -1.1270, -0.9579], [-0.1490, 0.4091, -0.4660], [-0.4835, 1.1530, 1.4161], [0.1969, -1.3949, -1.9600], [0.8122, 0.9598, 1.9678]], "forces_ev_per_angstrom": [[2.0, 0.2, -2.2], [0.2, -1.0, -0.3], [-0.6, 0.9, 1.0], [-1.6, 0.2, 1.8], [0.0, -0.3, -0.4]], "mulliken_charge": [-0.205, 0.025, -0.070, 0.197, 0.052]}


{"formula": "CH2S2", "method": "the ωB97M-V functional and the def2-TZVPD basis", "max_force_ev_per_a": 3.98, "charge": 0, "e_above_lowest_ev": 1.024, "total_energy_ha": -835.61015, "orbital_gap_ha": [0.282, 0.273], "spin_multiplicity": 1, "elements": ["C", "S", "S", "H", "H"], "coordinates": [[0.2461, 0.4972, -0.2802], [-0.7301, -0.0233, 0.9811], [-0.9828, -1.8681, 0.5636], [0.7194, 1.4750, -0.3035], [0.7474, -0.0808, -0.9610]], "forces_ev_per_angstrom": [[-0.8, 2.2, 3.2], [1.9, 0.7, -2.8], [-0.7, -1.1, 0.6], [-0.7, 0.4, 0.6], [0.4, -2.3, -1.5]], "mulliken_charge": [-0.449, 0.159, -0.293, 0.270, 0.313]}


{"formula": "CH2S3", "method": "the ωB97M-V functional and the def2-TZVPD basis", "max_force_ev_per_a": 3.55, "charge": 0, "e_above_lowest_ev": 1.604, "total_energy_ha": -1233.79353, "orbital_gap_ha": 0.311, "spin_multiplicity": 1, "elements": ["C", "H", "H", "S", "S", "S"], "coordinates": [[-0.0511, 0.7503, -0.3581], [0.6930, -1.2883, 0.2096], [-0.1572, -1.1029, 1.2671], [1.2080, -0.3246, -0.7414], [-1.2398, -0.0666, 0.9157], [-0.4529, 2.0321, -1.2929]], "forces_ev_per_angstrom": [[-2.5, -0.5, 0.1], [1.6, 1.0, -1.9], [-2.8, 2.2, 0.0], [0.3, -1.6, 1.1], [3.1, -0.6, -0.3], [0.3, -0.5, 1.1]], "mulliken_charge": [0.170, 0.100, 0.161, -0.084, -0.146, -0.201]}